C25H31FN4O | wB97M-V/def2-TZVPD

```
62
Properties=species:S:1:pos:R:3:mulliken_charge:R:1
C 3.79 -1.87 4.33 -1.254
C 3.03 -2.48 3.21 0.660
N 1.71 -2.43 3.16 -1.173
N 1.35 -3.07 2.04 1.022
C 2.43 -3.54 1.36 1.040
C 3.53 -3.17 2.09 -1.143
H 4.56 -3.36 1.86 0.436
C 2.34 -4.25 0.06 -1.505
H 2.32 -5.33 0.20 0.283
H 3.22 -4.01 -0.54 0.399
H 1.45 -3.95 -0.49 0.296
C -0.01 -3.22 1.71 -0.236
C -0.50 -4.49 1.40 0.031
C -1.82 -4.68 1.05 -0.818
C -2.65 -3.57 1.02 0.234
C -2.20 -2.31 1.34 -0.629
C -0.87 -2.11 1.68 0.329
C -0.41 -0.71 1.95 -1.099
N -0.82 0.15 0.85 0.487
C -0.66 1.56 1.15 -0.944
C -1.23 2.39 0.00 -0.675
N -0.59 2.02 -1.24 0.306
C -0.93 2.92 -2.33 -0.984
C -0.26 4.26 -2.13 0.488
C 1.07 4.31 -1.72 -0.222
C 1.70 5.52 -1.54 -0.624
C 1.02 6.71 -1.79 -0.385
C -0.30 6.66 -2.20 -0.626
C -0.93 5.44 -2.37 -0.386
H -1.97 5.42 -2.70 0.365
H -0.84 7.58 -2.40 0.380
H 1.51 7.66 -1.65 0.378
H 2.73 5.55 -1.21 0.379
H 1.58 3.38 -1.52 0.390
H -2.02 3.08 -2.44 0.300
H -0.56 2.48 -3.26 0.402
C -0.73 0.61 -1.54 -0.123
C -2.17 0.12 -1.78 -0.569
H -2.71 0.88 -2.36 0.332
H -2.68 -0.01 -0.82 0.213
C -2.22 -1.20 -2.55 -0.633
O -1.59 -1.12 -3.81 -0.563
H -2.02 -0.43 -4.32 0.367
H -3.26 -1.52 -2.66 0.351
H -1.68 -1.98 -2.00 0.202
C -0.10 -0.16 -0.37 -0.888
H -0.17 -1.23 -0.55 0.112
H 0.96 0.12 -0.29 0.289
H -0.14 0.40 -2.44 0.655
H -1.03 3.45 0.19 0.484
H -2.33 2.25 -0.04 0.238
H -1.20 1.80 2.07 0.405
H 0.40 1.83 1.29 0.330
H -0.89 -0.35 2.86 0.389
H 0.68 -0.67 2.12 0.552
H -2.87 -1.47 1.30 0.421
F -3.95 -3.73 0.67 -0.363
H -2.20 -5.65 0.80 0.476
H 0.17 -5.33 1.46 0.483
H 4.47 -1.10 3.95 0.273
H 4.38 -2.62 4.84 0.312
H 3.10 -1.41 5.03 0.357
```

The value obtained for the HOMO-LUMO gap is 9.15 eV. For the LUMO energy, the calculation gives 0.7 eV. Its HOMO energy is -8.43 eV. The value obtained for the total energy is -37153.4197 eV. The spin multiplicity is 1.

=====

C25H57IN3O12S4 | wB97M-V/def2-TZVPD

```
102
Properties=species:S:1:pos:R:3:mulliken_charge:R:1
C 2.96 -1.69 -4.13 -0.738
C 2.48 -0.29 -4.64 0.676
O 3.23 0.67 -4.78 -0.464
N 0.99 -0.15 -4.97 0.321
H 0.64 -0.96 -5.50 0.361
H 0.40 -0.26 -4.11 -0.241
C 0.42 1.06 -5.73 -0.744
H 2.30 -1.87 -3.33 0.160
H 4.06 -1.42 -3.83 0.286
H 2.73 -2.54 -4.82 0.335
H -0.36 0.81 -6.48 0.301
H 1.28 1.30 -6.33 0.458
H 0.12 1.75 -4.91 0.276
C -2.27 -1.15 -0.13 -1.096
C -0.98 -0.45 0.19 0.461
O -0.92 0.37 1.12 -0.257
N 0.32 -0.77 -0.68 1.490
H 0.57 -1.75 -0.70 -0.276
H 0.03 -0.77 -1.72 -0.347
C 1.48 0.21 -0.45 -1.484
H -2.54 -1.84 0.76 0.344
H -2.36 -1.98 -0.92 0.031
H -3.01 -0.58 -0.30 0.542
H 1.89 -0.17 0.53 0.168
H 1.18 1.22 -0.46 0.364
H 2.10 0.21 -1.11 0.903
C -3.22 -1.81 -5.53 -0.977
C -2.62 -2.73 -4.42 0.946
O -3.42 -3.24 -3.66 -0.430
N -1.20 -2.88 -4.28 0.441
H -0.66 -2.62 -5.22 0.440
H -1.08 -2.18 -3.63 -0.600
C -0.65 -4.06 -3.62 -1.001
H -3.21 -0.70 -5.26 0.116
H -4.19 -2.02 -5.90 0.407
H -2.52 -1.78 -6.48 0.279
H 0.46 -4.33 -3.48 0.215
H -0.94 -4.72 -4.25 0.691
H -1.06 -4.19 -2.63 0.330
I 1.57 -4.16 -0.16 -0.725
O -0.70 -0.73 -2.95 -0.753
H -1.43 -0.23 -3.11 -0.150
C -1.94 3.89 4.17 -0.998
C -3.08 4.65 3.53 -0.804
C -4.10 3.73 3.32 -0.490
S -3.43 2.07 3.20 1.157
O -3.79 1.57 1.88 -0.594
O -3.77 1.30 4.40 -0.695
C -1.78 2.59 3.28 0.072
H -2.20 3.42 5.06 0.505
H -0.99 4.44 4.23 0.363
H -2.60 5.10 2.86 0.520
H -3.43 5.48 4.25 0.282
H -4.69 4.09 2.41 0.159
H -4.83 3.71 4.22 0.394
H -1.29 2.84 2.21 0.036
H -1.29 1.84 3.67 0.062
C 1.76 -0.73 6.27 -0.394
C 1.83 -2.24 6.06 -0.854
C 1.36 -2.62 4.83 -0.001
S 0.36 -1.31 4.22 1.137
O -1.01 -1.70 4.18 -0.836
O 0.95 -0.68 3.03 -0.496
C 0.63 -0.26 5.49 -0.673
H 2.79 -0.33 5.68 0.086
H 1.76 -0.38 7.33 0.398
H 1.27 -2.74 6.92 0.267
H 2.80 -2.62 6.11 0.360
H 0.93 -3.62 4.81 0.488
H 2.30 -2.53 4.03 -0.241
H -0.24 -0.38 6.31 0.267
H 0.71 0.73 5.11 0.453
C -3.77 4.25 -0.98 0.267
C -2.30 4.14 -1.11 -0.856
C -1.83 2.91 -1.64 0.780
S -3.05 2.44 -2.76 1.086
O -3.29 0.96 -2.74 -0.671
O -2.68 3.06 -3.93 -0.729
C -4.32 3.24 -1.87 -0.996
H -4.28 5.48 -1.23 0.283
H -4.12 4.13 0.13 -0.446
H -1.84 4.29 -0.11 0.291
H -1.90 5.02 -1.66 0.319
H -1.71 2.09 -1.15 -0.598
H -0.80 3.20 -2.14 0.232
H -4.76 2.27 -1.33 0.307
H -4.98 3.46 -2.56 0.680
C 4.70 -2.81 2.23 -1.072
C 5.25 -2.80 0.81 -0.443
C 6.32 -1.81 0.80 -0.824
S 5.47 -0.41 1.52 1.141
O 4.70 0.34 0.51 -0.595
O 6.24 0.42 2.39 -0.747
C 4.44 -1.33 2.57 0.640
H 5.41 -3.13 2.85 0.317
H 3.84 -3.24 2.26 0.609
H 4.59 -2.60 0.01 0.207
H 5.71 -3.75 0.70 0.356
H 6.74 -1.57 -0.17 0.404
H 7.15 -2.07 1.39 0.422
H 3.36 -1.14 2.42 -0.561
H 4.82 -0.98 3.73 0.206
```

Its energy relative to the best compared isomer or geometry (same formula, charge and spin) is 87.6 kJ/mol. The value obtained for the HOMO-LUMO gap is 5.57 eV. For the LUMO energy, the calculation gives -3.9 eV. Its HOMO energy is -9.48 eV. The value obtained for the total energy is -107310.4192 eV. Its total charge is +1. The spin multiplicity is 1.